# 1
C5H10O2 in the gas phase, computed with wB97M-V/def2-TZVPD.

Each line ends with the natural charge from an NBO analysis.
Positions of all 17 atoms, in Å:
C 2.3053 -0.4839 0.7697  -0.246
O 0.9156 -0.3425 0.5837  -0.564
C 0.5842 -0.1000 -0.7732  -0.060
C -0.9140 0.0286 -0.9476  -0.291
C -1.9160 -0.5392 0.0317  -0.455
C -1.6800 0.9405 -0.0252  0.102
O -1.0113 1.5992 1.0060  -0.710
H 2.6826 -1.3605 0.2218  0.170
H 2.4829 -0.6205 1.8390  0.197
H 2.8527 0.4066 0.4245  0.170
H 1.0745 0.8345 -1.1007  0.174
H 0.9772 -0.9171 -1.4000  0.173
H -1.2156 -0.0358 -1.9894  0.221
H -2.8420 -0.9225 -0.3889  0.217
H -1.5480 -1.0802 0.8973  0.226
H -2.4606 1.5790 -0.4347  0.189
H -0.2873 1.0137 1.2862  0.485

Properties
Charge: 0
HOMO-LUMO gap (eV): 10.00
HOMO level (hartree): -0.333
Energy above the lowest of the compared OMol25 structures with the same formula, charge and spin (kJ/mol): 246.0
LUMO level (eV): 0.943

---

# 2
A molecular structure, C47H49AsF6N8OTi, computed with wB97M-V/def2-TZVPD.

Each line ends with the Löwdin spin population.
Positions of all 113 atoms, in Å:
Ti -0.6174 0.0569 -0.7510  -0.004
C -4.0198 0.4553 1.9529  0.000
C -3.1699 -0.0143 0.9536  0.002
N -1.8930 0.3443 0.9450  0.003
C -1.4368 1.1422 1.9294  0.000
C -2.3065 1.5995 2.9037  0.000
N -3.5919 1.2612 2.9085  0.001
C 0.0074 1.4094 1.8570  0.000
C 0.7340 2.1827 2.7400  0.001
C 2.1122 2.3214 2.5578  0.000
C 2.7046 1.6233 1.4952  0.000
C 1.9251 0.8534 0.6636  0.000
N 0.5909 0.7859 0.8231  0.000
C 2.4291 -0.0567 -0.3826  0.000
C 3.7700 -0.2622 -0.6623  0.000
N 4.1740 -1.1658 -1.5496  0.000
C 3.2407 -1.8824 -2.1518  0.000
C 1.8843 -1.6806 -1.9003  0.000
N 1.4800 -0.7689 -1.0233  0.000
C 2.9291 3.1313 3.4763  0.000
C 2.6107 3.2134 4.8290  0.000
C 3.4255 3.9753 5.6549  0.000
N 4.4858 4.6441 5.2158  0.000
C 4.7819 4.5709 3.9227  0.000
C 4.0454 3.8236 3.0147  0.000
H -5.0661 0.1777 1.9551  0.000
H -3.5317 -0.6385 0.1487  0.000
H -1.9703 2.2569 3.6958  0.000
H 0.2417 2.6927 3.5557  0.000
H 3.7777 1.6517 1.3734  0.000
H 4.5439 0.3072 -0.1627  0.000
H 3.5630 -2.6354 -2.8606  0.000
H 1.1330 -2.2590 -2.4178  0.001
H 1.7751 2.6719 5.2538  0.000
H 3.2163 4.0478 6.7154  0.000
H 5.6472 5.1346 3.5951  0.000
H 4.3264 3.8215 1.9692  0.000
C 3.0256 -1.3310 3.1170  0.001
C 1.9634 -2.0140 2.2618  0.007
C 2.5251 -3.3024 1.6423  0.004
C 0.6854 -2.3209 2.9991  0.056
C 0.7214 -2.6791 4.3312  -0.001
C -0.4056 -3.1895 4.9607  0.078
C -1.5831 -3.3602 4.2501  0.001
C -1.6876 -3.0272 2.9095  0.054
C -3.0491 -3.2151 2.2591  0.001
C -4.1716 -2.5966 3.1036  0.001
C -3.3533 -4.7036 2.0376  0.004
C -0.5334 -2.4697 2.2744  0.056
N -0.5553 -2.1042 0.9233  0.220
C -1.0756 -2.9955 0.1107  -0.045
C -1.3271 -2.7576 -1.2344  0.186
C -1.7981 -3.7469 -2.1361  0.029
C -1.8665 -3.1582 -3.3561  0.100
C -1.4321 -1.7975 -3.2198  0.169
N -1.1373 -1.5372 -1.9120  0.013
C -1.2993 -0.9252 -4.4324  0.021
C -0.7728 0.4713 -4.1602  0.000
C -0.3095 -1.6316 -5.3918  0.017
C -2.6848 -0.8539 -5.1114  0.016
H 3.8530 -0.9921 2.4893  0.000
H 3.4586 -2.0207 3.8415  0.000
H 2.6293 -0.4738 3.6644  0.000
H 1.6838 -1.3665 1.4376  0.002
H 2.7626 -4.0302 2.4190  0.000
H 3.4460 -3.0931 1.0930  0.000
H 1.8122 -3.7672 0.9575  0.000
H 1.6468 -2.6060 4.8848  -0.001
H -0.3599 -3.4765 6.0030  0.004
H -2.4471 -3.7607 4.7621  -0.001
H -3.0579 -2.7196 1.2833  -0.002
H -4.4002 -3.2162 3.9699  0.000
H -5.0886 -2.5290 2.5167  0.000
H -3.9109 -1.6059 3.4750  0.000
H -3.4161 -5.2223 2.9945  0.000
H -2.5921 -5.2177 1.4473  0.000
H -4.3135 -4.8205 1.5348  0.001
H -1.2778 -4.0040 0.4617  -0.003
H -2.0380 -4.7650 -1.8703  -0.001
H -2.1824 -3.6104 -4.2807  0.002
H 0.1825 0.4274 -3.6389  0.000
H -1.4789 1.0822 -3.5969  0.000
H -0.5929 0.9683 -5.1134  0.000
H 0.6975 -1.6715 -4.9692  0.000
H -0.2619 -1.0532 -6.3145  0.003
H -0.6154 -2.6419 -5.6541  0.001
H -3.4511 -0.4886 -4.4295  0.000
H -2.9953 -1.8216 -5.5026  0.000
H -2.6196 -0.1636 -5.9528  0.003
F -2.0064 1.0097 -1.4639  -0.001
As -4.2233 2.2586 -2.0695  0.000
F -3.9079 1.4102 -3.5028  0.000
F -3.0968 3.4269 -2.5824  0.000
F -5.6492 3.0477 -2.3758  0.000
F -3.8740 2.7292 -0.4657  0.000
F -4.8335 0.7975 -1.4245  0.000
C -0.4866 3.6608 -1.2243  0.000
C 0.4273 2.7263 -1.9372  0.000
O 0.4084 1.4966 -1.6292  0.000
C 1.3571 3.1853 -2.9337  0.000
C 1.2562 4.4925 -3.4409  0.000
C 2.1453 4.9305 -4.4016  0.000
C 3.1533 4.0825 -4.8468  0.000
C 3.2779 2.7892 -4.3393  0.000
C 2.3829 2.3391 -3.3952  0.000
H -1.0125 3.1570 -0.4169  0.000
H -1.2349 4.0439 -1.9240  0.000
H 0.0671 4.5172 -0.8402  0.000
H 0.4749 5.1584 -3.1006  0.000
H 2.0602 5.9306 -4.8029  0.000
H 3.8546 4.4331 -5.5928  0.000
H 4.0773 2.1487 -4.6856  0.000
H 2.4798 1.3422 -2.9858  0.000

Properties
Multiplicity: 2
Charge: +3
HOMO-LUMO gap (alpha / beta) (eV): 6.07 / 5.15
HOMO level (alpha / beta) (hartree): -0.587 / -0.587
Energy above the lowest of the compared OMol25 structures with the same formula, charge and spin (kJ/mol): 0.0
LUMO level (alpha / beta) (eV): -9.909 / -10.829

---

# 3
7 unconnected molecules or ions with the total composition C22H50B3F12N6O2, computed with wB97M-V/def2-TZVPD.

Each line ends with the Löwdin spin population.
Positions of all 95 atoms, in Å:
C -1.2779 3.4081 4.1052  0.000
C -0.7897 2.4784 2.9027  0.000
N -1.8106 1.4556 2.8035  0.000
C -1.9995 0.2346 3.5033  0.000
C -2.7992 -0.5584 2.7206  0.000
N -3.4138 0.2993 1.7361  0.000
C -2.6942 1.4580 1.7837  0.000
C -4.4686 -0.0415 0.9004  0.000
H -1.8572 2.8544 4.8440  0.000
H -2.0976 4.1025 3.9214  0.000
H -0.4631 3.7241 4.7566  0.000
H 0.2001 2.0531 3.0686  0.000
H -0.7997 3.1514 2.0453  0.000
H -1.3225 -0.0594 4.2918  0.000
H -3.2006 -1.5610 2.7128  0.000
H -2.9371 2.2026 1.0401  0.000
H -5.3806 0.5303 1.0717  0.000
H -4.7325 -1.0856 1.0687  0.000
H -4.0989 0.1133 -0.1132  0.000
C -3.5384 -5.4186 -6.1736  0.000
C -2.2742 -5.5676 -5.3271  0.000
N -2.3546 -4.6763 -4.1228  0.000
C -3.4624 -4.3660 -3.3837  0.000
C -3.0345 -3.4288 -2.3608  0.000
N -1.6480 -3.2288 -2.4631  0.000
C -1.2954 -4.0271 -3.5351  0.000
C -0.8435 -2.4021 -1.5980  0.000
H -3.5881 -6.0091 -7.0885  0.000
H -3.7994 -4.4273 -6.5443  0.000
H -4.3726 -5.7508 -5.5557  0.000
H -1.3250 -5.2263 -5.7401  0.000
H -2.1177 -6.6043 -5.0289  0.000
H -4.4259 -4.7858 -3.6325  0.000
H -3.6776 -2.9958 -1.6090  0.000
H -0.2558 -4.1490 -3.8013  0.000
H -0.9560 -2.9731 -0.6764  0.000
H -1.3913 -1.4667 -1.4832  0.000
H 0.2077 -2.2918 -1.8644  0.000
C 3.2205 5.0667 -0.1686  0.000
N 1.8409 5.3193 -0.8073  0.000
C 1.3396 6.7406 -0.2111  0.000
C 1.8695 5.4002 -2.3335  0.000
C 0.9707 4.1633 -0.2909  0.000
C -0.4918 4.3080 -0.6462  0.000
O -1.1203 5.1473 0.2727  0.000
H 3.9591 5.7089 -0.6483  0.000
H 3.4622 4.0222 -0.3653  0.000
H 2.9944 5.0435 0.8975  0.000
H 1.4344 6.5940 0.8649  0.000
H 0.2936 6.9301 -0.4521  0.000
H 2.0756 7.4632 -0.5636  0.000
H 2.5765 6.2043 -2.5378  0.000
H 0.8873 5.7242 -2.6775  0.000
H 2.1451 4.3752 -2.5815  0.000
H 1.2351 4.1586 0.7666  0.000
H 1.3995 3.2365 -0.6723  0.000
H -0.8996 3.3158 -0.4530  0.000
H -0.7568 4.4762 -1.6900  0.000
H -2.0644 4.9771 0.2369  0.000
C 2.6916 -3.3570 2.0639  0.000
N 1.4814 -3.0610 3.0213  0.000
C 1.6706 -2.0291 4.1162  0.000
C 0.2421 -2.5063 2.3882  0.000
C 1.1202 -4.3935 3.7333  0.000
C 2.1780 -5.0297 4.6804  0.000
O 2.4390 -4.2398 5.7880  0.000
H 2.5700 -4.2881 1.5104  0.000
H 3.6625 -3.4248 2.5548  0.000
H 2.6764 -2.5610 1.3195  0.000
H 1.1073 -2.2334 5.0268  0.000
H 1.5026 -0.9878 3.8414  0.000
H 2.7177 -2.1237 4.4038  0.000
H 0.5848 -1.5558 1.9793  0.000
H -0.5264 -2.3134 3.1367  0.000
H -0.2345 -3.1401 1.6404  0.000
H 0.9819 -5.1805 2.9920  0.000
H 0.2058 -4.0990 4.2484  0.000
H 3.1254 -5.3701 4.2623  0.000
H 1.7081 -5.9099 5.1192  0.000
H 2.9737 -4.7475 6.4028  0.000
B 4.1526 2.7480 -3.1332  0.007
F 3.7492 2.1562 -4.2877  0.369
F 4.3466 4.1252 -3.2184  0.002
F 3.1577 2.4428 -2.2900  0.184
F 5.3073 2.1754 -2.6907  0.110
B 1.7283 0.2682 -0.0638  0.000
F 3.0098 0.6983 -0.0128  0.001
F 1.1278 1.0179 -1.0555  0.000
F 1.7516 -1.0739 -0.4134  0.000
F 1.0737 0.6263 1.1070  0.000
B -0.1118 0.8088 -4.2274  0.003
F 1.0843 0.9245 -4.9455  0.232
F -0.4602 1.9705 -3.6741  0.015
F -1.0570 0.5397 -5.1826  0.075
F -0.0131 -0.2160 -3.2554  0.002

Properties
Multiplicity: 2
Charge: +2
HOMO-LUMO gap (alpha / beta) (eV): 9.64 / 3.81
HOMO level (alpha / beta) (hartree): -0.535 / -0.504
LUMO level (alpha / beta) (eV): -4.903 / -9.893

---

Number 1: calculated total energy -9440.4939 eV. Number 2: calculated total energy -163743.0981 eV. Number 3: calculated total energy -71294.0743 eV.